(1)
The following is a quantum chemistry calculation of a cluster of 3 separate species, C18H33BBr2F3N2O14P2S3 in total in a non-equilibrium geometry, from the OMol25 dataset.

Geometry as XYZ:
```
78
C18H33BBr2F3N2O14P2S3 | the OMol25 dataset | the ωB97M-V functional and the def2-TZVPD basis
C 2.961 1.114 2.784
C 1.659 1.455 2.074
Br 1.782 3.399 1.745
C 1.527 0.761 0.702
C 0.553 -0.427 0.676
Br 1.177 -1.744 1.997
O -0.727 -0.033 0.910
B -1.407 0.310 -0.378
C -2.854 -0.414 -0.716
P -3.425 -0.253 -2.413
O -4.837 -0.622 -2.564
O -2.512 -1.188 -3.341
O -3.134 1.232 -2.958
P -1.714 2.284 -0.332
N -1.387 2.616 1.326
O -3.382 2.485 -0.425
O -0.386 -0.153 -1.386
C 0.492 -1.015 -0.780
C 1.797 -0.985 -1.583
C 1.816 -0.487 -2.881
C 3.021 -0.511 -3.580
N 4.171 -0.973 -3.109
C 4.152 -1.430 -1.856
C 3.005 -1.459 -1.077
S 0.043 -2.831 -0.954
O 1.194 -3.651 -0.704
O -0.573 -2.979 -2.239
C -1.251 -3.442 0.284
F -0.722 -4.465 0.948
F -2.301 -3.883 -0.385
F -1.647 -2.539 1.156
H 3.039 1.734 3.675
H 2.992 0.071 3.077
H 3.803 1.384 2.155
H 0.798 1.251 2.696
H 1.229 1.491 -0.043
H 2.526 0.434 0.437
H -2.816 -1.490 -0.576
H -3.677 -0.024 -0.123
H -1.860 -0.676 -3.825
H -2.221 1.518 -2.812
H -1.892 1.975 1.935
H -1.703 3.552 1.554
H -3.789 2.136 0.377
H 0.924 -0.088 -3.327
H 3.029 -0.140 -4.596
H 5.082 -1.795 -1.448
H 3.048 -1.872 -0.083
O -1.950 4.918 -5.399
S -2.589 6.036 -4.774
O -2.126 6.516 -3.512
O -4.148 5.773 -4.713
C -4.613 4.523 -4.132
C -4.564 4.513 -2.622
C -2.645 7.384 -5.907
H -4.043 3.694 -4.553
H -5.638 4.427 -4.484
H -3.538 4.520 -2.256
H -5.041 3.610 -2.245
H -5.070 5.388 -2.211
H -3.031 7.028 -6.858
H -1.626 7.747 -6.019
H -3.280 8.162 -5.491
O 2.818 -3.370 4.401
S 2.349 -4.193 5.470
O 2.349 -3.695 6.812
O 3.133 -5.577 5.426
C 4.574 -5.520 5.379
C 5.189 -5.211 6.729
C 0.755 -4.818 5.076
H 4.883 -4.798 4.622
H 4.881 -6.506 5.037
H 4.955 -4.196 7.048
H 6.273 -5.312 6.673
H 4.807 -5.893 7.489
H 0.779 -5.227 4.069
H 0.065 -3.979 5.128
H 0.486 -5.577 5.805
```

For the total energy, the calculation gives -250850.1723 eV. The frontier orbital gap is 6.88 eV. As for the charge: -1. The LUMO energy comes out at 1.995 eV. For the max |F|, the calculation gives 0.033 hartree/bohr.

(2)
The following is a quantum chemistry calculation of a cluster of 3 separate species, C18H33F8NO8P2S2Si in total in a non-equilibrium geometry, from the OMol25 dataset.

Geometry as XYZ:
```
73
C18H33F8NO8P2S2Si | the OMol25 dataset | the ωB97M-V functional and the def2-TZVPD basis
N 0.809 -2.836 3.299
P 1.580 -1.410 2.518
O 2.966 -2.098 1.658
Si 0.317 -0.584 0.910
C -1.249 0.350 1.544
C -0.946 1.631 2.517
C -1.263 3.101 1.868
C -2.681 3.216 1.053
F -3.753 2.313 1.541
F -3.185 4.619 1.277
C -2.432 3.110 -0.595
F -2.323 4.519 -1.119
F -1.138 2.452 -0.942
F -3.593 2.475 -1.302
C 1.373 0.510 -0.321
C 1.954 1.880 0.371
C 3.494 2.165 -0.178
F 4.609 1.692 0.674
C 3.613 2.908 -1.465
F 3.161 4.345 -1.565
F 4.150 2.137 -2.640
C -0.259 -2.124 -0.163
P -1.850 -1.794 -1.165
O -3.122 -1.839 -0.186
O -1.896 -0.257 -1.983
O -2.000 -3.041 -2.421
H 0.367 -3.468 2.591
H -0.004 -2.423 3.833
H 2.628 -2.467 0.767
H -1.854 -0.438 2.205
H -1.919 0.573 0.611
H -1.475 1.588 3.571
H 0.227 1.611 2.738
H -0.329 3.507 1.245
H -1.351 3.856 2.788
H 2.314 -0.118 -0.683
H 0.705 0.675 -1.268
H 1.307 2.787 -0.003
H 2.045 1.808 1.546
H -0.437 -3.054 0.559
H 0.638 -2.398 -0.891
H -1.020 -0.017 -2.407
H -1.082 -3.030 -2.866
O 2.378 1.367 3.408
S 2.857 2.372 4.334
O 2.660 3.790 4.109
C 2.268 1.962 5.965
C 3.343 1.047 6.534
C 4.677 1.681 6.141
C 4.585 2.063 4.664
H 1.289 1.486 5.901
H 2.199 2.891 6.539
H 3.248 0.940 7.618
H 3.262 0.049 6.086
H 4.845 2.580 6.745
H 5.516 1.002 6.321
H 5.163 2.965 4.446
H 4.913 1.244 4.018
O -1.637 -5.030 -7.707
S -2.010 -4.197 -6.583
O -1.127 -3.975 -5.456
C -2.555 -2.619 -7.205
C -4.044 -2.806 -7.454
C -4.571 -3.580 -6.246
C -3.606 -4.734 -5.983
H -1.998 -2.361 -8.108
H -2.376 -1.872 -6.426
H -4.555 -1.847 -7.576
H -4.202 -3.393 -8.366
H -4.600 -2.917 -5.372
H -5.589 -3.946 -6.413
H -3.534 -4.964 -4.917
H -3.893 -5.630 -6.540
```

For the total energy, the calculation gives -106928.4316 eV. The frontier orbital gap is 7.38 eV. The calculation puts the relative energy (zero: lowest compared OMol25 entry of this formula, charge and spin) at 9.0999 eV. The structure (SMILES) is NP(O)[Si@@](CCCC(F)(F)C(F)(F)F)(CCC(F)=C(F)F)CP(=O)(O)O.O=S1(=O)CCCC1.O=S1(=O)CCCC1. The LUMO energy comes out at -1.245 eV. For the max |F|, the calculation gives 0.123 hartree/bohr.

(3)
The following is a quantum chemistry calculation of a structure of composition C18H34AlBr15F in a non-equilibrium geometry, from the OMol25 dataset.

Geometry as XYZ:
```
69
C18H34AlBr15F | the OMol25 dataset | the ωB97M-V functional and the def2-TZVPD basis
C 4.495 -1.919 0.384
C 4.974 -0.464 0.405
C 4.017 0.398 -0.438
C 3.795 1.778 0.159
C 2.910 1.785 1.399
C 1.554 1.134 1.216
C 0.658 1.812 0.176
C -0.785 1.960 0.683
C -1.869 1.923 -0.400
C -2.553 0.557 -0.511
C -1.686 -0.475 -1.247
C -1.944 -1.937 -0.868
C -1.238 -2.411 0.416
Al -2.301 -2.198 2.123
F -1.444 -3.086 3.369
H 4.372 -2.195 -0.659
H 5.198 -2.604 0.843
H 3.516 -1.982 0.844
H 5.971 -0.450 -0.023
H 5.024 -0.081 1.420
H 4.468 0.498 -1.421
H 3.085 -0.146 -0.553
H 3.442 2.469 -0.604
H 4.775 2.151 0.457
H 3.440 1.235 2.175
H 2.797 2.801 1.769
H 1.040 1.184 2.171
H 1.636 0.074 1.005
H 0.656 1.261 -0.756
H 1.026 2.806 -0.073
H -0.856 2.905 1.218
H -1.014 1.173 1.389
H -2.648 2.633 -0.124
H -1.502 2.206 -1.388
H -2.840 0.211 0.477
H -3.461 0.661 -1.092
H -0.637 -0.281 -1.049
H -1.845 -0.338 -2.316
H -3.016 -2.140 -0.843
H -1.536 -2.512 -1.704
H -1.022 -3.474 0.314
H -0.283 -1.893 0.495
H -3.811 -2.765 1.979
H -2.388 -0.669 2.658
C 7.723 1.024 -2.958
Br 5.957 0.860 -3.704
Br 7.645 1.446 -1.082
Br 8.787 -0.546 -3.302
H 8.209 1.852 -3.451
C -7.140 1.546 -0.950
Br -8.551 1.270 -2.241
Br -6.049 -0.020 -0.742
Br -6.080 3.096 -1.376
H -7.616 1.735 0.001
C 7.240 5.036 0.611
Br 5.988 4.854 -0.836
Br 7.207 6.808 1.368
Br 6.963 3.683 1.955
H 8.228 4.881 0.203
C -9.368 -1.780 0.099
Br -11.054 -2.293 -0.686
Br -9.598 -1.063 1.872
Br -8.096 -3.218 0.069
H -8.964 -0.987 -0.514
C -4.612 -6.022 0.451
Br -4.902 -5.658 -1.422
Br -4.315 -4.407 1.445
Br -6.058 -7.066 1.191
H -3.717 -6.621 0.524
```

For the total energy, the calculation gives -1079170.6543 eV. The frontier orbital gap is 6.33 eV. As for the charge: -1. The LUMO energy comes out at 1.094 eV. For the max |F|, the calculation gives 0.036 hartree/bohr.

(4)
The following is a quantum chemistry calculation of a cluster of 8 separate species, C18H34ClO19 in total in a non-equilibrium geometry, from the OMol25 dataset.

Geometry as XYZ:
```
72
C18H34ClO19 | the OMol25 dataset | the ωB97M-V functional and the def2-TZVPD basis
Cl 3.321 -1.327 0.350
O 4.617 -1.464 -0.226
O 3.143 -2.368 1.336
O 3.190 -0.028 0.947
O 2.279 -1.488 -0.658
O 1.092 -6.523 1.370
H 1.657 -5.776 1.563
H 0.865 -6.421 0.446
C -4.192 -3.728 -0.597
C -3.741 -2.599 -1.528
C -3.693 -2.982 -3.016
O -4.156 -1.801 -3.597
C -4.838 -1.079 -2.746
O -5.610 -0.155 -3.042
O -4.660 -1.569 -1.544
H -4.560 -3.352 0.357
H -3.389 -4.435 -0.386
H -5.019 -4.328 -0.977
H -2.813 -2.136 -1.194
H -4.169 -3.904 -3.349
H -2.639 -3.162 -3.227
C -2.500 3.065 0.650
C -3.498 3.257 1.798
C -4.861 3.790 1.501
O -5.750 3.100 2.308
C -5.080 2.023 2.790
O -5.553 1.237 3.625
O -3.834 1.983 2.257
H -2.331 4.009 0.133
H -2.967 2.328 -0.004
H -1.561 2.600 0.950
H -3.088 3.831 2.629
H -5.150 3.835 0.451
H -4.904 4.851 1.746
C 2.593 3.642 -5.479
C 1.755 4.255 -4.339
C 2.589 4.377 -3.111
O 2.592 5.707 -2.819
C 1.765 6.371 -3.635
O 1.469 7.561 -3.548
O 1.475 5.605 -4.666
H 3.570 4.113 -5.589
H 2.121 3.736 -6.457
H 2.849 2.604 -5.266
H 0.905 3.613 -4.105
H 3.581 3.959 -3.280
H 2.112 3.815 -2.308
C 0.362 -1.316 6.203
C -0.985 -1.345 5.496
C -1.217 -2.599 4.718
O -2.291 -3.213 5.395
C -2.686 -2.487 6.428
O -3.459 -2.822 7.312
O -1.929 -1.389 6.509
H 1.217 -1.047 5.583
H 0.539 -2.278 6.685
H 0.327 -0.616 7.038
H -0.998 -0.472 4.843
H -0.346 -3.246 4.830
H -1.437 -2.402 3.669
C 7.311 3.680 0.788
O 7.711 2.393 1.326
H 8.176 4.319 0.964
H 7.066 3.596 -0.271
H 6.466 4.126 1.311
H 7.040 1.766 1.044
C 4.222 -5.817 -4.491
O 2.964 -5.130 -4.451
H 4.580 -6.049 -3.488
H 4.256 -6.696 -5.134
H 4.979 -5.198 -4.972
H 3.147 -4.404 -3.850
```

For the total energy, the calculation gives -70635.7699 eV. The frontier orbital gap is 8.35 eV. The calculation puts the relative energy (zero: lowest compared OMol25 entry of this formula, charge and spin) at 0.0000 eV. As for the charge: -1. The LUMO energy comes out at 1.774 eV. For the max |F|, the calculation gives 0.085 hartree/bohr.

(5)
The following is a quantum chemistry calculation of a cluster of 3 separate species, C18H34I2NO9P2 in total in a non-equilibrium geometry, from the OMol25 dataset.

Geometry as XYZ:
```
66
C18H34I2NO9P2 | the OMol25 dataset | the ωB97M-V functional and the def2-TZVPD basis
C 7.620 0.509 -3.436
O 6.536 -0.139 -4.191
C 6.619 0.210 -5.618
C 5.499 -0.563 -6.541
C 3.940 -0.234 -6.150
N 3.498 -0.801 -4.803
C 3.973 -2.217 -4.418
C 3.527 -2.963 -2.995
C 2.552 -2.159 -1.918
C 2.071 -0.645 -2.377
C 2.576 -0.026 -3.841
C 1.972 1.490 -4.194
I 0.483 1.536 -5.837
C 2.370 2.732 -3.474
C 1.781 4.234 -3.764
I 3.888 2.593 -1.843
H 7.288 1.540 -2.989
H 8.021 -0.145 -2.536
H 8.572 0.728 -4.116
H 6.459 1.375 -5.726
H 7.729 -0.035 -5.980
H 5.653 -0.154 -7.652
H 5.774 -1.700 -6.581
H 3.829 0.953 -6.208
H 3.202 -0.640 -6.996
H 4.656 -2.882 -5.130
H 3.867 -4.055 -2.711
H 2.195 -2.658 -0.896
H 1.359 -0.002 -1.667
H 1.163 4.574 -2.812
H 2.625 5.062 -3.910
H 1.068 4.322 -4.689
C -1.164 2.217 4.018
O -1.259 1.730 2.694
P -0.278 0.334 2.409
O -0.456 0.524 0.899
O -1.476 -0.652 2.974
C -2.831 -0.382 2.655
O 0.704 -1.062 2.125
C 2.058 -0.752 1.857
H -1.901 3.017 4.153
H -1.369 1.425 4.736
H -0.160 2.631 4.192
H -2.940 0.190 1.729
H -3.282 0.174 3.483
H -3.369 -1.327 2.547
H 2.476 -0.175 2.685
H 2.140 -0.186 0.930
H 2.619 -1.685 1.756
C -7.402 -3.082 4.385
O -6.595 -1.923 4.306
P -7.289 -0.554 5.103
O -6.288 0.361 4.390
O -6.646 -1.037 6.545
C -5.338 -1.583 6.595
O -7.983 0.816 5.901
C -8.943 1.497 5.115
H -6.845 -3.929 3.969
H -7.661 -3.303 5.419
H -8.318 -2.939 3.792
H -4.710 -1.250 5.763
H -5.413 -2.675 6.581
H -4.861 -1.288 7.532
H -9.736 0.805 4.819
H -8.473 1.924 4.230
H -9.379 2.302 5.712
```

For the total energy, the calculation gives -73890.4131 eV. The frontier orbital gap is 6.28 eV. The calculation puts the relative energy (zero: lowest compared OMol25 entry of this formula, charge and spin) at 16.3373 eV. As for the charge: +1. The LUMO energy comes out at -4.457 eV. For the max |F|, the calculation gives 0.205 hartree/bohr.

(6)
The following is a quantum chemistry calculation of a structure of composition C18H34I3N2O8PS in a non-equilibrium geometry, from the OMol25 dataset.

Geometry as XYZ:
```
67
C18H34I3N2O8PS | the OMol25 dataset | the ωB97M-V functional and the def2-TZVPD basis
C -1.245 -2.476 2.758
C -0.624 -1.973 1.332
C -1.606 -0.900 0.505
I -3.469 -0.579 1.582
C -0.783 0.390 -0.010
C -1.148 1.857 0.582
P -0.864 1.972 2.507
O -2.184 2.147 3.343
O 0.163 3.382 2.842
O -0.002 0.603 3.156
C -2.517 2.568 0.064
C -2.154 4.142 -0.333
I -1.348 4.762 -2.311
C -2.307 5.299 0.637
C -2.825 5.118 2.177
I -1.815 7.370 0.008
O -3.325 1.863 -0.920
S -2.489 1.057 -2.133
O -2.549 1.743 -3.554
O -3.250 -0.311 -2.358
C -0.741 0.577 -1.673
C -0.134 -0.721 -2.463
C 1.085 -0.183 -3.428
H -2.214 -3.154 2.665
H -0.422 -3.196 3.239
H -1.377 -1.609 3.568
H -0.460 -2.949 0.664
H 0.444 -1.551 1.545
H -1.912 -1.518 -0.473
H 0.365 0.204 0.267
H -0.271 2.564 0.172
H 0.321 3.782 1.916
H 0.972 0.843 3.182
H -3.228 2.648 1.021
H -1.906 4.969 2.923
H -3.677 4.329 2.334
H -3.297 6.167 2.498
H -0.035 1.516 -1.848
H -0.926 -1.274 -3.149
H 0.356 -1.464 -1.667
H 1.994 0.228 -2.775
H 1.531 -1.041 -4.105
H 0.738 0.707 -4.109
C 1.962 -3.454 -6.347
O 2.242 -2.553 -5.566
N 0.730 -3.649 -6.933
C 0.476 -4.741 -7.850
C -0.348 -2.732 -6.624
H 2.708 -4.207 -6.651
H 0.165 -4.329 -8.814
H -0.324 -5.366 -7.443
H 1.372 -5.352 -7.992
H -0.048 -1.720 -6.911
H -0.534 -2.752 -5.546
H -1.259 -3.011 -7.160
C 4.493 -0.733 5.055
O 4.301 -0.611 3.852
N 3.604 -0.379 6.046
C 3.905 -0.555 7.452
C 2.325 0.189 5.673
H 5.433 -1.154 5.449
H 3.157 -1.219 7.894
H 3.869 0.420 7.947
H 4.898 -0.991 7.590
H 1.787 -0.528 5.044
H 2.496 1.103 5.097
H 1.729 0.419 6.560
```

For the total energy, the calculation gives -82996.0776 eV. The frontier orbital gap is 8.46 eV. The LUMO energy comes out at -0.445 eV. For the max |F|, the calculation gives 0.191 hartree/bohr.

- Which value of frontier orbital gap does entry 1 give?
  6.88 eV